Computed, not measured: a structure of composition C22H45BBeFN3O14Pb, with ωB97M-V/def2-TZVPD.

Geometry (Å):
Be: 13.71 10.85 26.66
Pb: 6.34 8.70 29.58
O: 10.87 0.08 21.32
C: 10.88 0.46 22.49
O: 10.66 1.72 22.91
B: 10.95 1.88 24.34
O: 11.20 0.52 24.86
C: 11.22 -0.32 23.77
O: 11.47 -1.50 23.68
O: 9.78 2.54 24.97
C: 10.01 3.72 25.48
O: 9.29 4.43 26.08
C: 11.60 3.93 25.16
O: 12.06 2.80 24.57
O: 12.29 4.95 25.43
F: 9.97 10.24 28.07
C: 12.56 15.03 27.28
O: 12.89 13.91 28.13
C: 13.33 14.30 29.42
C: 13.49 13.15 30.50
N: 14.52 12.26 30.02
C: 14.56 11.22 31.01
C: 15.53 10.18 30.54
O: 15.48 9.89 29.13
C: 16.34 8.84 28.65
H: 11.68 15.50 27.71
H: 12.27 14.80 26.26
H: 13.35 15.77 27.17
H: 12.57 15.03 29.68
H: 14.31 14.76 29.30
H: 12.45 12.83 30.58
H: 13.75 13.63 31.44
H: 15.37 12.82 30.09
H: 13.56 10.77 31.04
H: 14.92 11.62 31.95
H: 15.57 9.26 31.11
H: 16.48 10.66 30.75
H: 17.32 9.28 28.44
H: 16.06 8.64 27.62
H: 16.43 8.04 29.38
C: 1.16 4.87 29.40
O: 2.31 5.12 28.65
C: 2.00 5.60 27.37
C: 3.34 5.76 26.66
N: 3.93 7.14 26.64
C: 3.12 8.12 25.90
C: 3.87 9.51 25.69
O: 4.60 9.83 26.84
C: 5.05 11.17 26.77
H: 0.41 4.26 28.90
H: 0.70 5.81 29.70
H: 1.54 4.23 30.20
H: 1.25 6.39 27.32
H: 1.51 4.76 26.89
H: 3.40 5.42 25.63
H: 3.99 5.05 27.17
H: 4.81 7.23 26.14
H: 2.21 8.46 26.39
H: 2.96 7.62 24.95
H: 3.17 10.33 25.56
H: 4.60 9.39 24.89
H: 5.99 11.26 27.32
H: 4.29 11.87 27.10
H: 5.50 11.51 25.83
C: 3.62 10.55 31.82
O: 3.75 9.26 31.10
C: 2.88 8.29 31.78
C: 3.56 7.46 32.89
N: 4.65 6.74 32.20
C: 5.44 5.99 33.21
C: 6.78 5.42 32.67
O: 7.47 6.44 31.98
C: 8.87 6.39 32.00
H: 4.63 10.95 31.84
H: 3.06 10.47 32.75
H: 2.91 11.09 31.18
H: 2.58 7.56 31.03
H: 1.92 8.70 32.07
H: 2.90 6.73 33.35
H: 3.96 8.07 33.69
H: 3.99 6.05 31.87
H: 4.87 5.25 33.78
H: 5.85 6.66 33.96
H: 6.66 4.74 31.84
H: 7.30 5.06 33.56
H: 9.36 6.90 31.17
H: 9.09 5.38 31.67
H: 9.18 6.51 33.04

The value obtained for the gap between HOMO and LUMO is 1.4 eV. Its net charge is +2. The LUMO energy comes out at -10.7 eV. The calculation puts the highest occupied orbital energy at -12.15 eV.

Mulliken atomic charge list, values in e, 8 entries: atom 1 (Be): 0.937, atom 2 (Pb): 1.574, atom 3 (O): -0.511, atom 4 (C): 0.682, atom 5 (O): -0.488, atom 6 (B): 0.951, atom 7 (O): -0.386, atom 8 (C): 0.530


Computed, not measured: a structure of composition C22H45CoN2P3Se, with ωB97M-V/def2-TZVPD.

Geometry (Å):
Co: -0.74 0.21 0.26
P: -2.16 1.89 0.11
P: -1.80 -0.88 2.09
P: -1.49 -1.17 -1.18
H: 3.92 1.12 -4.21
C: 3.00 1.55 -4.64
C: 1.86 2.01 -4.10
H: 1.60 2.07 -3.04
C: -1.85 3.30 1.20
C: -3.94 1.56 0.48
C: -2.22 2.66 -1.56
C: -0.96 -2.36 2.82
C: -2.02 0.21 3.58
C: -3.49 -1.63 1.94
C: -0.70 -1.02 -2.81
C: -3.27 -1.22 -1.58
C: -1.18 -2.93 -0.81
H: 3.19 1.66 -5.72
H: 1.15 2.43 -4.83
H: -0.96 3.86 0.87
H: -1.70 2.96 2.24
H: -2.69 4.01 1.20
H: -4.06 1.25 1.52
H: -4.36 0.78 -0.18
H: -4.54 2.47 0.34
H: -1.25 3.11 -1.79
H: -2.98 3.45 -1.60
H: -2.47 1.93 -2.33
H: -1.46 -2.60 3.77
H: 0.11 -2.17 2.96
H: -1.05 -3.19 2.10
H: -2.23 -0.42 4.46
H: -2.83 0.94 3.41
H: -1.10 0.78 3.75
H: -3.80 -2.02 2.93
H: -3.46 -2.47 1.24
H: -4.24 -0.91 1.58
H: -1.14 -1.71 -3.54
H: 0.36 -1.25 -2.68
H: -0.79 0.00 -3.18
H: -3.51 -1.95 -2.37
H: -3.65 -0.25 -1.94
H: -3.90 -1.48 -0.72
H: -1.43 -3.57 -1.67
H: -1.76 -3.29 0.04
H: -0.11 -3.07 -0.57
C: 3.07 -2.67 -0.64
C: 3.05 -1.33 -1.05
C: 3.43 -1.00 -2.34
C: 3.90 -1.98 -3.21
C: 3.82 -3.33 -2.87
C: 3.38 -3.67 -1.59
Se: 2.83 -3.18 1.24
H: 2.70 -2.24 2.45
H: 2.77 -0.58 -0.34
H: 3.36 0.05 -2.65
H: 4.36 -1.71 -4.15
H: 4.11 -4.13 -3.60
H: 3.29 -4.71 -1.31
C: 2.50 1.26 4.51
C: 2.05 1.36 3.11
C: 2.26 2.28 2.10
C: 1.45 1.96 1.01
N: 0.75 0.86 1.36
N: 1.12 0.53 2.62
C: 1.51 2.64 -0.29
H: 3.61 1.35 4.58
H: 2.09 2.12 5.07
H: 2.16 0.29 4.93
H: 2.97 3.07 2.05
H: 0.91 -0.36 3.06
H: 1.69 3.71 -0.13
H: 2.37 2.24 -0.85
H: 0.62 2.50 -0.91

The value obtained for the gap between HOMO and LUMO (alpha / beta) is 7.8 / 4.7 eV. Its net charge is +3. As for the relative energy (zero: lowest compared OMol25 entry of this formula, charge and spin): 0.0 kcal/mol. As for the spin multiplicity: 5. The LUMO energy (alpha / beta) comes out at -9.1 / -12.3 eV. The calculation puts the highest occupied orbital energy (alpha / beta) at -16.90 / -17.01 eV.

Mulliken atomic charge list, values in e, 8 entries: atom 1 (Co): -0.451, atom 2 (P): 0.761, atom 3 (P): 0.481, atom 4 (P): 0.795, atom 5 (H): 0.413, atom 6 (C): -0.524, atom 7 (C): -0.196, atom 8 (H): -0.033


Quick rundown of energy, same order as above: -2414.14198; -5782.00087 Ha
Quick rundown of max |F|, same order as above: 4.80; 3.72 eV/A